Entry 1:
The following is a DFT calculation (the ωB97M-V functional and the def2-TZVPD basis) of C3H4IrO3 as an isolated structure in a non-equilibrium geometry.

Element x y z (Å)
H (-0.351, 2.309, -2.690)
H (-1.370, -1.229, 2.661)
C (0.456, 1.168, -1.416)
O (0.077, 2.388, -1.829)
Ir (1.104, -0.944, -0.556)
O (1.519, 1.092, -0.756)
O (-0.274, 0.175, -1.661)
C (0.318, -0.933, 1.337)
H (0.889, -0.548, 2.205)
C (-0.895, -1.411, 1.684)
H (-1.473, -2.068, 1.019)

Properties
<S²> = 8.77
HOMO level (spin up / spin down) = -6.4 / -10.4 eV
relative energy (zero: lowest compared OMol25 entry of this formula, charge and spin) = 0.00 kcal per mole
spin multiplicity = 6
LUMO energy (spin up / spin down) = 0.5 / -2.5 eV

Atomic partial charges in e from the Mulliken method, atoms 1 to 8: 0.33 0.24 0.80 -0.42 0.52 -0.50 -0.47 -0.75



Entry 2:
The following is a DFT calculation (the ωB97M-V functional and the def2-TZVPD basis) of C33H68F3NO8SbSi as an isolated structure.

Element x y z (Å)
C (1.402, 1.224, -4.327)
F (0.660, -7.771, -1.675)
H (-0.221, 3.414, 3.300)
Sb (1.334, -5.334, 0.161)
O (-1.393, 4.547, -3.646)
H (2.493, 5.735, 4.757)
H (3.690, -10.157, 1.424)
H (-1.970, -2.588, -0.418)
H (1.876, -6.823, 0.939)
F (-0.045, -5.930, -2.567)
H (-2.248, 3.394, 1.911)
H (3.328, 3.033, -3.529)
H (-1.267, -5.371, 1.205)
H (0.469, -2.911, -3.395)
H (1.716, 1.583, -1.384)
H (-4.824, 6.539, 0.281)
H (1.526, -1.720, -2.624)
H (-6.192, 5.570, 0.853)
H (-2.013, 7.302, -3.408)
C (-7.693, 6.492, -1.378)
O (6.453, -10.767, 1.225)
H (-0.265, -4.203, 2.037)
H (-0.092, -0.938, 0.139)
O (-0.431, -8.319, 3.845)
C (-5.808, 6.155, 0.011)
C (-0.292, -5.243, 1.688)
N (-1.506, -7.899, 1.906)
C (1.219, -2.769, -2.609)
H (3.914, -8.949, 0.159)
H (5.938, -10.020, -0.630)
C (0.757, -1.628, 0.196)
H (-1.976, 4.793, -1.685)
O (-5.667, 5.305, -1.127)
H (-1.923, 5.360, -5.471)
C (-6.682, 5.597, -2.084)
H (7.257, -9.482, 2.613)
H (1.657, -1.095, -0.129)
H (2.062, -3.434, -2.810)
C (4.437, -9.578, 0.876)
C (0.917, 8.079, 3.029)
H (4.747, -8.346, 2.671)
H (-6.231, 6.118, -2.937)
H (1.010, -6.331, 3.053)
C (1.637, 6.342, 4.462)
H (-0.757, 1.712, -0.154)
C (5.312, -8.795, 1.856)
C (6.279, -9.872, 2.326)
H (0.275, 2.855, -3.452)
H (0.462, 0.731, -4.580)
H (-0.586, 5.766, -2.205)
H (2.256, 3.746, -2.317)
H (-1.753, -2.954, -2.148)
O (1.953, 0.588, -3.178)
O (4.868, -5.269, 1.483)
C (-1.485, 1.795, 0.663)
H (-7.110, 4.659, -2.441)
H (-7.328, 7.664, 0.455)
H (2.053, 8.448, 4.882)
C (-0.064, -6.161, 2.885)
H (3.204, -3.390, 0.889)
H (-2.114, -8.674, 2.132)
H (1.261, 3.352, -4.828)
H (2.207, -3.689, 2.374)
C (-1.316, 3.113, 1.413)
H (-0.002, 8.365, 3.546)
H (0.882, -1.922, 1.242)
H (5.841, -7.993, 1.340)
C (2.016, 7.758, 4.041)
C (-0.649, 1.319, 2.795)
H (5.867, -10.430, 3.176)
C (-6.794, 7.245, -0.396)
C (-1.460, -3.242, -1.133)
H (-2.808, 3.902, -4.987)
C (5.460, -10.502, 0.230)
C (2.764, -4.144, 1.550)
Si (0.428, -3.125, -0.927)
C (-1.565, 5.385, -2.506)
C (3.788, -5.065, 2.017)
C (0.092, -6.573, -1.360)
H (1.179, 8.876, 2.334)
H (5.039, -11.454, -0.098)
H (-6.273, 8.058, -0.908)
H (-0.271, 6.566, 1.961)
C (2.391, 2.895, -2.986)
O (-1.240, 0.770, 1.619)
C (-2.389, 4.842, -4.626)
C (-0.249, 2.745, 2.442)
H (0.197, 0.692, 3.083)
H (-8.424, 5.888, -0.836)
H (1.440, 6.625, 1.500)
C (2.400, 1.563, -2.240)
H (0.921, 6.356, 5.290)
H (-1.384, 1.303, 3.608)
H (-4.141, 5.119, -3.391)
H (-3.944, 6.381, -4.618)
C (1.229, 2.693, -3.961)
H (-1.934, -7.166, 1.365)
H (2.992, 7.761, 3.552)
C (0.741, 6.733, 2.337)
H (2.092, 1.101, -5.169)
H (0.738, 2.758, 1.975)
H (-3.103, 6.877, -2.077)
H (-1.018, 3.928, 0.758)
H (3.515, -5.668, 2.913)
C (-0.677, -7.546, 2.939)
H (2.677, -5.462, -0.981)
H (-1.820, -4.263, -0.974)
H (-2.484, 1.654, 0.246)
C (-2.540, 6.478, -2.921)
O (1.027, 5.742, 3.321)
H (-0.431, -5.684, 3.806)
F (-1.200, -6.885, -0.998)
C (-3.411, 5.729, -3.926)
H (-8.230, 7.142, -2.067)
H (3.388, 1.271, -1.880)

Properties
HOMO level = -3.8 eV
spin multiplicity = 1
net charge = -1
LUMO energy = 1.5 eV

Atomic partial charges in e from the Mulliken method, atoms 1 to 8: -0.58 -0.30 0.27 0.97 -0.33 0.29 0.22 0.32



Entry 3:
The following is a DFT calculation (the ωB97M-V functional and the def2-TZVPD basis) of C33H50N8O11 as an isolated structure in a non-equilibrium geometry.

Element x y z (Å)
C (3.650, 1.529, -0.280)
H (-0.733, -1.286, -1.143)
C (1.367, 0.018, 1.617)
C (-0.010, 2.265, -3.523)
C (-4.057, -2.852, -0.302)
C (-1.276, -1.566, -2.046)
C (-0.923, 0.123, 0.654)
H (1.173, 0.347, 2.638)
H (-4.995, -3.988, -1.826)
C (0.374, 3.259, -0.130)
H (1.972, 1.890, 1.759)
H (-1.079, -2.634, -2.133)
O (-0.318, 2.389, 2.295)
O (0.641, -0.271, -1.019)
O (-1.172, 0.857, -1.245)
C (2.145, -4.267, 0.834)
C (2.904, 1.461, 2.128)
C (2.084, 1.535, -2.656)
H (-3.967, 0.498, -2.384)
H (-0.648, 1.174, 0.575)
C (-6.539, -2.562, 0.820)
H (5.958, 0.880, 0.810)
N (-3.015, -1.563, 1.612)
H (4.641, -6.099, -0.637)
C (2.346, -6.617, 0.188)
N (0.186, -0.693, 1.050)
C (-5.151, -3.415, -0.924)
H (0.213, 3.583, -5.253)
C (2.559, 4.851, -0.680)
H (-2.646, 0.745, -1.195)
H (-2.382, 0.816, -2.984)
H (2.255, -0.613, 1.582)
C (1.631, 4.607, -1.688)
C (-1.729, 0.187, 3.423)
H (1.773, 5.026, -2.673)
C (-6.401, -3.338, -0.352)
O (3.135, 4.111, 2.734)
C (-4.122, -2.209, 0.935)
O (-3.189, -1.071, 2.693)
C (2.782, 2.357, -3.598)
N (3.919, 1.474, 1.033)
C (0.548, 3.716, -1.451)
O (-1.926, -1.527, 1.073)
H (5.407, 0.913, 2.521)
H (-1.920, -0.749, 2.897)
C (0.697, 3.010, -4.476)
H (-4.027, 2.451, 2.463)
C (2.079, 3.094, -4.489)
H (-0.885, -2.326, 0.501)
H (1.073, 2.915, 1.735)
N (3.533, 4.243, 1.592)
H (2.735, -3.947, 1.693)
C (0.670, 1.415, -2.635)
H (-2.098, 2.955, 1.442)
H (3.285, 2.083, 2.938)
H (-4.579, -1.470, -2.723)
H (-0.413, 2.558, 0.106)
H (-1.254, -0.159, -0.346)
H (-4.092, 1.472, 3.798)
H (1.413, 0.918, 1.004)
O (4.714, 4.544, 1.354)
H (1.102, -4.548, 0.977)
N (-2.322, 1.346, 2.690)
C (0.113, -2.028, 0.857)
N (-2.641, -1.098, -2.170)
H (2.609, 1.063, -1.839)
H (2.749, 0.456, 2.521)
H (-1.082, 2.347, -3.623)
H (-0.146, 3.492, -2.247)
H (-7.265, -3.784, -0.822)
H (-2.207, 0.098, 4.399)
C (-5.424, -2.085, 1.464)
H (-1.829, 0.111, 1.260)
C (1.312, 3.442, 0.823)
N (2.867, -5.359, 0.180)
C (4.294, -5.221, -0.092)
H (-7.474, -2.484, 1.353)
C (-2.912, 0.328, -2.166)
H (2.058, -3.374, 0.217)
N (-0.006, 0.634, -1.539)
H (2.542, 3.598, -5.325)
O (1.149, -6.842, 0.471)
H (-5.603, -1.558, 2.390)
C (-3.762, 1.436, 2.760)
H (4.418, -4.406, -0.805)
O (1.012, -2.846, 1.007)
H (3.847, 2.270, -3.755)
C (-3.647, -2.002, -2.481)
H (-0.690, -1.037, -2.798)
H (-0.663, 0.285, 3.624)
H (-3.091, -2.996, -0.765)
H (5.627, 2.354, 1.754)
H (4.947, -5.167, 0.779)
H (3.362, 5.529, -0.931)
C (5.283, 1.345, 1.528)
H (-4.331, 0.682, 2.215)
C (2.465, 4.158, 0.574)
H (3.045, -7.344, -0.254)
O (4.494, 1.493, -1.165)
C (-1.555, 2.326, 2.165)
H (2.562, 1.544, -0.448)
O (-3.521, -3.204, -2.489)

Properties
HOMO level = -7.4 eV
relative energy (zero: lowest compared OMol25 entry of this formula, charge and spin) = 568.93 kcal per mole
spin multiplicity = 1
LUMO energy = -1.4 eV

Atomic partial charges in e from the Mulliken method, atoms 1 to 8: 0.75 1.41 -0.94 -0.02 0.03 -1.32 0.47 0.21



Entry 4:
The following is a DFT calculation (the ωB97M-V functional and the def2-TZVPD basis) of CHF3MgNO3S2Sn as an isolated structure in a non-equilibrium geometry.

Element x y z (Å)
O (0.275, -0.693, 0.928)
F (-0.977, 2.526, -0.651)
F (0.072, 2.150, 1.193)
S (-0.304, 0.009, -0.346)
Mg (-1.378, -2.141, 0.921)
S (2.160, 0.811, -1.294)
Sn (2.180, -0.958, 1.107)
O (2.982, -0.299, -0.447)
F (-1.983, 1.551, 0.987)
O (-1.581, -0.743, -0.555)
H (-1.212, -3.978, -0.628)
N (0.602, 0.063, -1.576)
C (-0.838, 1.701, 0.360)

Properties
HOMO level (spin up / spin down) = -12.4 / -12.4 eV
relative energy (zero: lowest compared OMol25 entry of this formula, charge and spin) = 0.00 kcal per mole
spin multiplicity = 1
net charge = +1
LUMO energy (spin up / spin down) = -5.5 / -5.5 eV

Atomic partial charges in e from the Mulliken method, atoms 1 to 8: -0.61 -0.17 -0.20 1.50 0.56 0.24 0.86 -0.44